DFT (the ωB97M-V functional and the def2-TZVPD basis) results for a structure of composition C31H34BN4OS5Sr.

The LUMO energy comes out at -2.872 eV. As for the charge: +1. The total energy comes out at -3542.3798 Eh.

```
77
Properties=species:S:1:pos:R:3:mulliken_charge:R:1
Sr -0.19 0.21 0.46 1.8827
C 0.71 4.29 -0.75 -1.1277
C -0.51 3.84 -1.54 -0.4052
S -1.76 2.88 -0.65 -0.0724
C -2.20 4.00 0.71 -0.7557
C -2.16 3.38 2.11 -0.5582
S -0.65 2.52 2.62 0.0279
C 0.59 3.84 2.52 -0.8825
C 1.84 3.52 1.71 -0.4622
S 1.60 2.92 0.03 0.2954
H 0.43 5.01 0.02 0.4663
H 1.38 4.82 -1.43 0.5803
H -0.22 3.20 -2.37 0.0558
H -0.99 4.72 -1.99 0.5114
H -3.20 4.38 0.54 0.5427
H -1.53 4.86 0.66 0.3471
H -2.94 2.64 2.22 0.1819
H -2.38 4.17 2.83 0.4418
H 0.90 4.09 3.54 0.5521
H 0.09 4.73 2.13 0.4738
H 2.41 2.73 2.21 -0.1637
H 2.48 4.40 1.71 0.5114
N -3.03 -3.15 2.34 -0.0996
C -3.91 -2.57 3.29 0.0379
C -4.43 -3.35 4.31 -0.5963
C -5.27 -2.78 5.25 -0.6177
C -5.56 -1.42 5.19 -0.6852
C -5.01 -0.64 4.18 -0.5891
C -4.20 -1.22 3.22 0.8901
S -3.59 -0.25 1.89 -0.2773
N -2.22 -1.16 1.37 -0.2012
C -2.15 -2.42 1.60 0.4799
C -0.99 -3.18 1.02 0.1181
C -1.02 -4.56 0.87 -0.7137
C 0.11 -5.19 0.37 -0.5893
C 1.22 -4.43 0.04 -0.9039
C 1.14 -3.05 0.20 -0.4916
N 0.05 -2.44 0.66 0.3000
H -2.74 -4.09 2.56 0.1634
H -4.19 -4.41 4.36 0.3665
H -5.69 -3.39 6.04 0.3891
H -6.21 -0.97 5.93 0.3921
H -5.23 0.42 4.14 0.3699
H -1.90 -5.14 1.11 0.5396
H 0.12 -6.26 0.23 0.4511
H 2.13 -4.88 -0.33 0.4866
H 1.98 -2.41 -0.04 0.6470
O 0.43 0.09 -1.82 -0.5376
S 0.69 0.48 -3.27 -0.1377
C 2.44 0.84 -3.31 0.8573
C 2.96 1.40 -4.47 -0.7170
C 4.31 1.71 -4.52 -0.6060
C 5.12 1.47 -3.42 -0.5700
C 4.58 0.93 -2.26 -0.7079
C 3.23 0.61 -2.20 -0.1059
C 0.61 -1.03 -4.18 0.3708
C 1.07 -2.23 -3.65 -0.3887
C 0.97 -3.38 -4.41 -0.6864
C 0.43 -3.32 -5.69 -0.4719
C -0.03 -2.12 -6.22 -0.6674
C 0.05 -0.96 -5.45 -0.2509
H 2.32 1.59 -5.33 0.3995
H 4.72 2.14 -5.42 0.4079
H 6.17 1.72 -3.46 0.4089
H 5.21 0.76 -1.39 0.4806
H 2.81 0.21 -1.28 0.4942
H 1.49 -2.25 -2.65 0.2861
H 1.32 -4.32 -4.01 0.4420
H 0.36 -4.23 -6.28 0.3959
H -0.45 -2.09 -7.21 0.4024
H -0.32 -0.02 -5.84 0.4588
B 2.91 0.76 3.95 0.4181
C 2.42 0.31 2.51 -0.3334
N 2.03 0.06 1.44 -0.4552
H 2.01 1.45 4.40 -0.1666
H 3.91 1.41 3.75 -0.1620
H 3.11 -0.23 4.60 -0.1678
```



DFT (the ωB97M-V functional and the def2-TZVPD basis) results for a structure of composition C31H34BrF3N6O2SV.

The LUMO energy (spin up / spin down) comes out at -1.053 / -1.159 eV. As for the multiplicity: 2. Its expectation value of S² is 0.815. The total energy comes out at -5896.6189 Eh.

```
79
Properties=species:S:1:pos:R:3:lowdin_spin:R:1
V 0.47 -0.22 -0.06 1.1933
C 1.59 3.69 1.47 0.0003
C 2.77 2.75 1.41 -0.0003
C 4.03 3.29 1.20 0.0001
C 5.16 2.50 1.21 -0.0004
C 5.04 1.14 1.44 0.0000
C 3.80 0.54 1.63 -0.0007
C 3.72 -0.93 1.91 -0.0011
C 2.67 1.36 1.59 0.0005
N 1.35 0.79 1.66 -0.0066
C 0.58 1.06 2.64 0.0057
C 1.02 1.71 3.92 0.0003
C -0.88 0.75 2.46 0.0109
C -1.81 1.04 3.59 0.0015
N -1.22 0.33 1.31 -0.0041
C -2.63 0.21 0.99 0.0002
C -3.31 -0.98 1.25 -0.0006
C -2.64 -2.16 1.88 0.0000
C -4.65 -1.05 0.88 0.0000
C -5.29 0.03 0.28 -0.0003
C -4.58 1.20 0.05 0.0001
C -3.24 1.31 0.40 -0.0005
C -2.49 2.59 0.12 -0.0001
H 1.75 4.53 0.80 0.0000
H 1.49 4.09 2.49 0.0000
H 0.66 3.22 1.17 0.0001
H 4.12 4.36 1.04 0.0000
H 6.14 2.94 1.04 0.0000
H 5.93 0.51 1.47 0.0000
H 4.73 -1.34 2.01 0.0000
H 3.21 -1.46 1.11 -0.0009
H 3.17 -1.14 2.82 0.0000
H 2.09 1.86 3.93 0.0000
H 0.73 1.08 4.76 0.0002
H 0.52 2.67 4.05 0.0003
H -1.78 2.10 3.85 0.0005
H -1.51 0.47 4.47 0.0006
H -2.83 0.77 3.33 0.0000
H -1.87 -2.57 1.22 -0.0001
H -3.37 -2.95 2.08 0.0000
H -2.15 -1.90 2.82 0.0001
H -5.20 -1.96 1.06 0.0000
H -6.33 -0.04 0.00 0.0000
H -5.08 2.05 -0.41 0.0000
H -3.19 3.38 -0.14 0.0000
H -1.79 2.45 -0.70 -0.0001
H -1.91 2.92 0.98 0.0000
C 1.68 -3.69 -4.89 0.0000
C 0.65 -2.80 -4.29 -0.0003
N -0.25 -2.16 -5.02 -0.0020
N -0.94 -1.48 -4.08 -0.0024
C -0.45 -1.72 -2.86 -0.0009
S -1.21 -1.01 -1.44 -0.0449
N 0.56 -2.56 -2.95 -0.0028
N 1.92 -0.70 -1.03 -0.1388
H 1.45 -3.88 -5.93 0.0000
H 1.72 -4.63 -4.35 0.0000
H 2.67 -3.23 -4.83 0.0000
H -1.69 -0.86 -4.34 -0.0003
H 2.15 -1.66 -1.29 0.0031
H 2.55 -0.04 -1.48 0.0003
Br 0.81 -6.18 3.27 0.0010
C 0.76 -4.49 2.41 0.0043
C 0.80 -4.42 1.03 -0.0017
C 0.76 -3.17 0.41 0.0025
C 0.68 -1.98 1.14 -0.0390
C 0.65 -2.11 2.53 -0.0013
C 0.70 -3.34 3.17 -0.0025
H 0.85 -5.32 0.44 -0.0003
H 0.76 -3.17 -0.67 0.0006
H 0.61 -1.24 3.17 -0.0001
H 0.68 -3.39 4.25 -0.0004
F 1.00 1.04 -3.39 -0.0005
C 1.60 2.11 -2.85 0.0017
F 1.67 3.05 -3.78 0.0005
F 2.88 1.75 -2.56 0.0010
C 0.88 2.59 -1.56 0.0038
O 0.68 3.78 -1.45 -0.0002
O 0.56 1.67 -0.73 0.0207
```



DFT (the ωB97M-V functional and the def2-TZVPD basis) results for a structure of composition C31H34Cl2KN3O.

The LUMO energy comes out at 4.044 eV. As for the charge: -2. The total energy comes out at -2961.4874 Eh.

```
72
Properties=species:S:1:pos:R:3:mulliken_charge:R:1
K -0.25 -0.37 -0.18 0.6144
C 0.06 2.57 -2.98 -2.3556
C -0.60 2.75 -1.64 1.2676
C 0.10 3.23 -0.53 0.8326
C 1.48 3.81 -0.72 -2.2856
C -0.46 3.11 0.74 1.3305
C 0.33 3.42 1.98 -2.0184
C -1.75 2.59 0.88 1.3696
C -2.25 2.28 2.27 -2.5704
C -2.52 2.32 -0.25 1.1461
C -3.96 1.90 -0.12 -2.3504
C -1.93 2.36 -1.51 0.9196
C -2.64 1.88 -2.74 -1.8869
H -0.24 3.34 -3.69 0.3309
H -0.23 1.60 -3.37 0.2812
H 1.14 2.57 -2.90 0.4313
H 2.24 3.06 -0.49 0.3009
H 1.65 4.67 -0.07 0.4906
H 1.63 4.13 -1.74 0.4975
H -0.29 3.85 2.76 0.4642
H 1.15 4.10 1.79 0.4219
H 0.75 2.47 2.34 -0.0690
H -2.59 3.17 2.80 0.3201
H -1.44 1.82 2.83 0.4115
H -3.06 1.56 2.24 0.4951
H -4.05 0.81 -0.22 0.3303
H -4.56 2.35 -0.91 0.4578
H -4.40 2.21 0.83 0.4914
H -2.39 2.50 -3.60 0.3656
H -3.72 1.85 -2.63 0.4610
H -2.28 0.86 -2.94 -0.0029
C -2.42 -2.39 3.86 -0.8250
C -1.48 -2.26 4.89 -0.3901
C -0.22 -1.76 4.58 -0.8566
C 0.08 -1.42 3.26 -0.1423
N -0.84 -1.54 2.28 0.3700
C -2.04 -2.01 2.59 -0.2161
C 1.40 -0.89 2.91 0.7359
C 2.52 -1.44 3.54 -0.6450
C 3.78 -0.93 3.30 -0.6617
C 3.91 0.16 2.45 -0.7809
C 2.78 0.65 1.80 0.4737
C 1.47 0.17 1.97 -0.5745
H -3.41 -2.78 4.06 0.3672
H -1.72 -2.54 5.91 0.3801
H 0.52 -1.63 5.35 0.4424
H -2.73 -2.10 1.76 0.3095
H 2.41 -2.30 4.20 0.4264
H 4.66 -1.38 3.77 0.2800
H 4.89 0.60 2.28 0.3210
H 2.93 1.49 1.13 -0.0976
Cl -2.09 -2.95 -1.04 -0.2433
C -1.28 -3.13 -2.58 0.3932
C -1.03 -4.38 -3.05 -0.4370
C -0.41 -4.58 -4.28 -0.4834
C -0.08 -3.45 -5.03 -0.4460
C -0.33 -2.20 -4.54 0.5217
Cl 0.10 -0.82 -5.54 -0.3273
C -0.78 -1.88 -3.18 -1.3443
N -0.72 -0.76 -2.60 0.0299
H -1.33 -5.24 -2.45 0.3227
H -0.19 -5.57 -4.64 0.3236
H 0.38 -3.55 -6.01 0.3335
C 3.71 -2.12 -0.31 -0.7267
C 2.99 -1.22 -1.30 0.6760
N 1.89 -1.74 -1.86 -0.0434
O 3.41 -0.11 -1.59 -0.6748
H 3.38 -3.15 -0.39 0.3668
H 3.50 -1.74 0.68 -0.0543
H 4.78 -2.05 -0.47 0.3237
H 1.49 -2.61 -1.54 0.1331
H 1.23 -1.16 -2.39 -0.0531
```



DFT (the ωB97M-V functional and the def2-TZVPD basis) results for a structure of composition C31H34ClF3IN4O5ReS3Si.

The LUMO energy (spin up / spin down) comes out at 1.527 / 0.885 eV. As for the charge: -1. As for the multiplicity: 4. Its expectation value of S² is 3.777. The total energy comes out at -4417.1828 Eh.

```
84
Properties=species:S:1:pos:R:3:nbo_charge:R:1
Re 0.27 0.42 1.84 1.4074
S 2.72 0.39 1.99 -0.0136
C 2.66 2.11 1.97 -0.1860
S 1.04 2.71 2.01 -0.0363
C 3.77 2.92 1.90 -0.4430
C 3.66 4.34 1.95 0.3055
N 3.58 5.49 2.00 -0.3475
C 5.07 2.38 1.74 0.3076
N 6.13 1.96 1.59 -0.3499
F -5.22 -1.42 1.70 -0.3061
C -5.35 -0.10 1.51 0.9866
F -5.69 0.08 0.21 -0.3302
F -6.45 0.26 2.22 -0.3437
C -4.17 0.73 1.91 -0.2439
C -4.43 1.97 2.46 -0.0908
C -3.37 2.78 2.85 -0.3292
C -2.09 2.32 2.67 0.1051
N -1.82 1.13 2.11 -0.5743
C -2.83 0.30 1.71 0.1004
S -2.35 -1.14 0.98 -0.2098
H -5.45 2.29 2.59 0.2270
H -3.55 3.75 3.29 0.2233
H -1.25 2.92 2.98 0.2190
Cl 1.63 -5.37 5.47 -0.0145
C 1.19 -3.75 4.99 -0.0824
C 1.02 -2.79 5.95 -0.2188
C 0.66 -1.49 5.60 -0.2136
I 0.38 -0.02 7.06 0.1538
C 0.50 -1.10 4.27 0.3127
O 0.19 0.11 3.89 -0.6940
C 0.67 -2.12 3.29 0.1100
N 0.48 -1.73 2.01 -0.4571
C 0.62 -2.59 1.02 0.0893
C 0.98 -3.92 1.26 -0.2477
C 1.17 -4.35 2.55 -0.1287
C 1.02 -3.45 3.62 -0.0347
H 1.16 -3.05 6.99 0.2378
H 0.42 -2.21 0.02 0.2645
H 1.10 -4.59 0.43 0.2261
H 1.44 -5.38 2.76 0.2287
C 3.45 -0.33 -3.77 -0.6139
C 2.81 -0.03 -2.41 0.2765
C 3.02 -1.20 -1.46 -0.6358
C 3.41 1.25 -1.82 -0.6221
O 1.43 0.18 -2.66 -0.9483
Si 0.10 0.17 -1.69 2.5306
O 0.38 0.46 -0.15 -1.2001
O -0.60 -1.31 -1.73 -0.9446
C -1.15 -2.10 -2.78 0.2809
C -2.07 -3.11 -2.10 -0.6211
C -0.01 -2.80 -3.52 -0.6300
C -1.96 -1.25 -3.77 -0.6367
O -0.90 1.25 -2.41 -0.9398
C -1.10 2.64 -2.17 0.2764
C 0.23 3.38 -2.06 -0.6410
C -1.91 3.16 -3.36 -0.6127
C -1.90 2.81 -0.88 -0.6216
H 4.53 -0.38 -3.67 0.2038
H 3.20 0.47 -4.47 0.2119
H 3.08 -1.27 -4.16 0.2030
H 4.09 -1.41 -1.33 0.2127
H 2.52 -2.09 -1.85 0.2016
H 2.60 -0.95 -0.49 0.2210
H 4.46 1.11 -1.55 0.2134
H 2.85 1.52 -0.93 0.2205
H 3.33 2.07 -2.54 0.2052
H -1.49 -3.73 -1.41 0.2000
H -2.55 -3.76 -2.84 0.1979
H -2.83 -2.59 -1.53 0.2371
H 0.53 -3.45 -2.83 0.1991
H 0.68 -2.04 -3.90 0.2233
H -0.38 -3.40 -4.35 0.2022
H -2.70 -0.66 -3.22 0.2277
H -2.46 -1.88 -4.50 0.2011
H -1.29 -0.55 -4.28 0.2197
H 0.87 3.10 -2.90 0.2159
H 0.74 3.11 -1.14 0.2258
H 0.08 4.46 -2.07 0.2086
H -1.34 3.00 -4.28 0.2086
H -2.13 4.22 -3.24 0.1995
H -2.84 2.59 -3.44 0.2102
H -1.31 2.43 -0.04 0.2080
H -2.83 2.24 -0.93 0.2138
H -2.14 3.86 -0.69 0.2029
```



DFT (the ωB97M-V functional and the def2-TZVPD basis) results for an isolated molecule of C31H34FN3O7.

The LUMO energy comes out at 0.711 eV. Its structure (SMILES) is O=C(NC[C@H]1CCCO1)[C@H](c1ccc(F)cc1)N(Cc1ccc2c(c1)OCO2)C(=O)c1ccc(CN2CCOCC2)o1. The total energy comes out at -1992.4945 Eh.

```
76
Properties=species:S:1:pos:R:3:nbo_charge:R:1
O 2.39 1.03 1.67 -0.6616
C 2.62 0.70 0.51 0.6841
N 3.75 0.11 0.12 -0.5991
H 3.85 -0.22 -0.83 0.4306
C 4.85 -0.14 1.02 -0.2485
H 5.08 -1.21 1.03 0.1950
C 6.10 0.65 0.57 0.0899
H 5.83 1.71 0.48 0.1868
O 6.51 0.23 -0.73 -0.5329
C 7.68 -0.55 -0.60 -0.0668
H 7.43 -1.60 -0.39 0.1564
C 8.44 0.07 0.57 -0.4266
H 8.96 0.97 0.25 0.2061
H 9.16 -0.62 1.02 0.2155
C 7.29 0.43 1.52 -0.4326
H 7.08 -0.40 2.19 0.2033
H 7.50 1.31 2.11 0.2233
H 8.22 -0.49 -1.55 0.1946
H 4.55 0.19 2.01 0.2369
C 1.58 0.84 -0.62 -0.1487
N 0.66 -0.30 -0.47 -0.4095
C 1.05 -1.46 -1.06 0.6374
O 2.12 -1.55 -1.66 -0.6401
C 0.15 -2.62 -0.99 0.1434
C 0.45 -3.95 -1.09 -0.2209
C -0.77 -4.65 -1.02 -0.3141
C -1.75 -3.69 -0.90 0.3044
O -1.19 -2.47 -0.88 -0.4002
C -3.24 -3.77 -0.84 -0.2569
N -3.76 -2.68 -0.04 -0.4332
C -3.51 -2.86 1.37 -0.2574
C -3.95 -1.59 2.11 -0.0682
O -5.31 -1.31 1.89 -0.5255
C -5.57 -1.17 0.51 -0.0677
C -5.17 -2.43 -0.26 -0.2481
H -5.35 -2.26 -1.33 0.2030
H -5.80 -3.27 0.08 0.1655
H -6.64 -0.98 0.42 0.1911
H -5.00 -0.32 0.11 0.1758
H -3.83 -1.70 3.19 0.1919
H -3.33 -0.74 1.76 0.1752
H -2.45 -3.03 1.53 0.2054
H -4.07 -3.72 1.78 0.1681
H -3.53 -4.77 -0.47 0.1879
H -3.64 -3.66 -1.86 0.2172
H -0.91 -5.71 -1.06 0.2304
H 1.44 -4.37 -1.19 0.2398
C -0.34 -0.17 0.56 -0.2550
C -1.55 0.64 0.14 -0.0359
C -2.17 0.41 -1.08 -0.2087
C -3.26 1.16 -1.50 -0.2610
C -3.70 2.15 -0.66 0.2317
C -3.09 2.38 0.57 0.2278
C -2.02 1.64 1.00 -0.2170
H -1.55 1.83 1.95 0.2239
O -3.72 3.42 1.20 -0.4798
C -4.70 3.88 0.30 0.2372
O -4.73 3.04 -0.83 -0.4816
H -5.69 3.86 0.79 0.1601
H -4.47 4.91 -0.01 0.1593
H -3.74 0.98 -2.45 0.2252
H -1.79 -0.37 -1.72 0.2252
H -0.66 -1.16 0.88 0.2321
H 0.13 0.32 1.42 0.2346
C 0.82 2.14 -0.68 -0.0762
C 0.11 2.40 -1.85 -0.1576
C -0.67 3.54 -1.97 -0.2826
C -0.72 4.42 -0.90 0.3978
C 0.00 4.20 0.26 -0.3020
C 0.76 3.05 0.36 -0.1369
H 1.31 2.86 1.27 0.2441
H -0.06 4.90 1.07 0.2298
F -1.50 5.52 -1.00 -0.3303
H -1.24 3.74 -2.86 0.2316
H 0.16 1.71 -2.68 0.2177
H 2.09 0.68 -1.58 0.2463
```



DFT (the ωB97M-V functional and the def2-TZVPD basis) results for a structure of composition C31H34N4OPtS2Sb.

The LUMO energy (spin up / spin down) comes out at -5.376 / -5.379 eV. As for the charge: +1. The total energy comes out at -2651.2190 Eh.

```
74
Properties=species:S:1:pos:R:3:mulliken_charge:R:1
Pt -1.13 0.15 0.47 2.7806
S 4.73 -3.87 -0.50 -0.0895
N 3.19 -3.80 -0.72 -0.8603
C 2.36 -2.90 0.02 2.4454
C 0.91 -3.14 -0.18 -0.9863
C 0.24 -4.24 -0.63 -0.4296
C -1.13 -4.12 -0.92 -1.0915
C -1.78 -2.90 -0.80 -0.1271
N -1.16 -1.79 -0.41 -0.7629
C 0.18 -1.89 -0.04 2.2069
C 1.26 0.21 1.03 2.2254
N 0.48 1.36 1.18 -0.7385
C 1.01 2.38 1.83 -0.4580
C 2.30 2.38 2.34 -0.9291
C 3.13 1.24 2.21 -0.2130
C 2.62 0.16 1.56 -0.8076
C 3.14 -1.11 1.07 0.9448
N 4.17 -1.98 1.45 -0.1942
H 0.76 -5.18 -0.75 0.5635
H -1.69 -4.97 -1.27 0.4399
H -2.83 -2.81 -1.04 0.3634
H 0.39 3.26 1.95 0.4687
H 2.68 3.26 2.83 0.4277
H 4.12 1.22 2.63 0.6481
C 9.24 -0.51 -0.11 -1.2046
C 7.79 -0.79 0.05 0.8452
O 7.02 -0.32 0.84 -0.5202
S 7.22 -1.99 -1.18 -0.2625
C 5.48 -2.03 -0.79 0.2512
C 4.61 -1.33 -1.71 -0.9704
C 3.31 -1.06 -1.56 -1.4773
C 2.54 -1.38 -0.33 0.6047
C 2.83 -2.53 1.45 -1.2539
C 5.19 -2.46 0.61 -0.5908
C 1.16 -0.72 -0.23 -0.7254
C 0.37 -1.03 1.22 -2.3176
H 9.72 -0.40 0.87 0.3399
H 9.35 0.44 -0.63 0.2984
H 9.73 -1.29 -0.68 0.4097
H 5.08 -1.09 -2.65 0.4948
H 2.76 -0.58 -2.36 0.5276
H 2.47 -2.97 2.37 0.3151
H 6.08 -2.70 1.19 0.9426
C -4.95 2.32 2.28 -1.4018
C -4.53 2.85 0.91 0.3644
C -3.72 4.12 1.04 -1.3805
Sb -3.38 1.30 -0.14 -0.3446
C -3.03 2.00 -2.19 0.2329
C -4.02 3.04 -2.67 -1.3460
C -1.59 2.49 -2.24 -1.1662
C -4.80 -0.35 -0.37 0.2583
C -4.70 -1.23 0.86 -1.3714
C -6.21 0.10 -0.67 -1.3440
H -5.51 3.09 2.81 0.4543
H -4.08 2.05 2.87 0.3131
H -5.60 1.45 2.18 0.2437
H -5.41 3.02 0.28 0.4007
H -2.81 3.95 1.61 0.2815
H -4.31 4.88 1.56 0.4375
H -3.45 4.52 0.06 0.2807
H -3.12 1.10 -2.81 0.4484
H -3.95 3.96 -2.08 0.2199
H -5.04 2.67 -2.61 0.2547
H -3.82 3.30 -3.71 0.4757
H -1.47 3.41 -1.66 0.2435
H -1.28 2.69 -3.26 0.4556
H -0.91 1.73 -1.81 0.0861
H -4.41 -0.90 -1.24 0.3774
H -5.20 -0.76 1.71 0.3258
H -3.66 -1.42 1.13 0.2576
H -5.19 -2.20 0.69 0.4156
H -6.63 0.66 0.17 0.2276
H -6.85 -0.76 -0.84 0.4660
H -6.24 0.73 -1.56 0.3002
```